Here is C35H33BeClN4S2Si2 as an isolated structure from OMol25. Energies are from ωB97M-V with the def2-TZVPD basis set.

Geometry as ORCA input:
```
! RIJCOSX wB97M-V def2-TZVPD def2/J DEFGRID3
* xyz 0 1
C -1.493 -5.146 1.393
C -0.235 -4.682 1.933
C -0.494 -3.534 2.711
H 0.711 -5.217 1.852
C -1.882 -3.253 2.648
C -2.511 -4.212 1.821
H -3.586 -4.335 1.678
H -1.680 -6.143 0.999
H 0.219 -3.010 3.343
H -2.387 -2.467 3.201
Be -1.459 -4.017 -0.117
Si 0.158 4.329 -1.999
C 1.977 4.529 -2.250
C 2.527 5.520 -3.083
H 1.869 6.204 -3.632
C 3.923 5.639 -3.189
H 4.352 6.417 -3.829
C 4.766 4.771 -2.480
H 5.852 4.862 -2.571
C 4.213 3.790 -1.644
H 4.861 3.123 -1.071
C 2.826 3.668 -1.528
H 2.393 2.911 -0.863
C -0.424 5.387 -0.602
C 0.517 5.956 0.277
H 1.586 5.922 0.038
C 0.086 6.571 1.461
H 0.825 6.985 2.152
C -1.283 6.668 1.750
H -1.615 7.121 2.691
C -2.222 6.207 0.813
H -3.289 6.341 1.006
C -1.798 5.590 -0.371
H -2.527 5.266 -1.120
H -0.044 2.940 -1.598
Si -0.171 -0.563 -0.065
C -0.844 0.030 1.545
C 0.028 0.634 2.474
H 1.108 0.611 2.302
C -0.493 1.258 3.614
H 0.190 1.732 4.325
C -1.876 1.265 3.845
H -2.287 1.784 4.713
C -2.741 0.580 2.977
H -3.817 0.519 3.186
C -2.224 -0.047 1.843
H -2.889 -0.622 1.194
C 1.662 -0.749 -0.007
C 2.246 -1.720 0.851
H 1.600 -2.412 1.404
C 3.632 -1.755 1.029
H 4.064 -2.487 1.717
C 4.449 -0.845 0.347
H 5.523 -0.855 0.510
C 3.894 0.059 -0.565
H 4.530 0.749 -1.124
C 2.512 0.080 -0.775
H 2.085 0.748 -1.530
H -0.624 4.496 -3.272
Cl -0.787 0.703 -1.584
N 1.682 -5.090 -0.721
C 0.585 -5.510 -1.354
N -0.629 -4.955 -1.246
C -1.578 -5.608 -2.043
C -1.046 -6.617 -2.815
S 0.652 -6.805 -2.514
C -2.860 -4.995 -1.947
C -4.083 -5.195 -2.558
S -5.233 -3.967 -2.062
C -3.978 -3.203 -1.101
N -2.823 -3.877 -1.100
N -4.118 -1.982 -0.559
H 2.555 -5.571 -0.928
H 1.656 -4.303 -0.076
H -1.648 -7.234 -3.468
H -4.299 -6.049 -3.197
H -5.036 -1.553 -0.630
H -3.299 -1.386 -0.456
*
```

Mulliken population analysis, charges in e, atoms 1 to 2: C -0.142; C -1.018

Here is C35H33BrIrN4O6P as an isolated structure from OMol25. Energies are from ωB97M-V with the def2-TZVPD basis set.

Geometry as ORCA input:
```
! RIJCOSX wB97M-V def2-TZVPD def2/J DEFGRID3
* xyz 2 1
Ir -0.518 0.444 -0.178
O 2.266 -2.076 -2.917
C 1.473 -1.347 -2.147
O 0.354 -1.006 -2.443
C 2.132 -0.965 -0.857
C 3.441 -1.257 -0.535
C 3.977 -0.746 0.647
C 3.206 0.061 1.467
C 1.901 0.309 1.084
N 1.385 -0.209 -0.038
C 0.837 1.213 1.695
O 1.216 1.724 2.914
O -0.316 0.435 1.754
H 1.803 -2.279 -3.747
H 4.029 -1.864 -1.208
H 5.003 -0.966 0.910
H 3.583 0.496 2.381
H 0.562 1.427 3.562
Br -3.557 -5.500 -0.396
C -2.689 -3.848 -0.345
C -2.991 -2.869 -1.281
C -2.331 -1.664 -1.205
N -1.403 -1.409 -0.265
C -1.121 -2.355 0.638
C -1.741 -3.587 0.631
H -3.723 -3.039 -2.057
H -2.526 -0.870 -1.913
H -0.387 -2.089 1.386
H -1.487 -4.323 1.379
O -1.765 2.202 -1.788
C -2.408 2.306 -0.731
O -2.389 1.431 0.186
C -3.163 3.616 -0.593
N -3.942 3.552 0.727
C -5.424 3.563 0.401
C -5.469 3.131 -1.055
C -4.242 3.816 -1.653
H -2.434 4.421 -0.544
H -3.693 4.310 1.358
H -3.663 2.670 1.175
H -5.769 4.587 0.524
H -5.946 2.919 1.102
H -6.401 3.434 -1.526
H -5.389 2.045 -1.134
H -4.428 4.882 -1.795
H -3.915 3.400 -2.601
N 0.482 2.168 0.598
P 1.204 3.611 0.366
C 1.462 4.390 1.960
C 2.736 4.577 2.486
C 2.889 5.090 3.767
C 1.775 5.406 4.528
C 0.498 5.201 4.015
C 0.344 4.688 2.741
C 0.198 4.704 -0.655
C -0.011 4.357 -1.990
C -0.710 5.208 -2.831
C -1.189 6.420 -2.353
C -0.953 6.792 -1.035
C -0.254 5.942 -0.188
C 2.770 3.580 -0.521
C 3.144 2.447 -1.235
C 4.294 2.456 -2.012
C 5.070 3.603 -2.084
C 4.688 4.748 -1.393
C 3.538 4.743 -0.622
H 3.613 4.318 1.910
H 3.882 5.238 4.171
H 1.897 5.808 5.525
H -0.371 5.436 4.616
H -0.651 4.497 2.355
H 0.371 3.423 -2.380
H -0.870 4.927 -3.863
H -1.721 7.090 -3.015
H -1.288 7.755 -0.672
H -0.042 6.261 0.821
H 2.522 1.563 -1.206
H 4.579 1.573 -2.569
H 5.967 3.614 -2.688
H 5.285 5.648 -1.462
H 3.238 5.647 -0.104
*
```

Mulliken population analysis, charges in e, atoms 1 to 2: Ir 1.113; O -0.452

Here is C35H33BrN5O2Sr as an isolated structure from OMol25. Energies are from ωB97M-V with the def2-TZVPD basis set.

Geometry as ORCA input:
```
! RIJCOSX wB97M-V def2-TZVPD def2/J DEFGRID3
* xyz -1 1
Sr -0.155 0.672 -0.082
C 2.671 1.237 1.256
N 2.303 -0.174 1.102
C 1.911 -0.738 2.413
C 0.840 -1.835 2.337
C -0.522 -1.397 2.875
N -0.875 -0.098 2.318
C -1.923 0.494 2.730
C -2.457 1.783 2.314
C -3.775 2.039 2.732
C -4.439 3.209 2.449
C -3.752 4.200 1.738
C -2.455 4.008 1.336
C -1.743 2.799 1.593
O -0.537 2.662 1.179
C 3.485 -0.853 0.552
C 3.362 -2.322 0.166
C 2.641 -2.583 -1.165
N 1.347 -3.210 -0.959
C 0.332 -2.560 -1.365
C -1.037 -3.056 -1.246
C -1.326 -4.415 -1.310
C -2.633 -4.869 -1.240
C -3.661 -3.936 -1.107
C -3.401 -2.582 -1.028
C -2.073 -2.094 -1.070
O -1.783 -0.844 -0.919
H 3.511 1.358 1.958
H 1.826 1.818 1.636
H 2.959 1.640 0.285
H 1.519 0.087 3.011
H 2.811 -1.102 2.930
H 1.163 -2.730 2.875
H 0.715 -2.149 1.299
H -0.532 -1.336 3.971
H -1.271 -2.137 2.574
H -2.534 0.005 3.504
H -4.286 1.264 3.296
H -5.459 3.362 2.776
H -4.247 5.136 1.501
H -1.917 4.772 0.788
H 4.302 -0.755 1.291
H 3.788 -0.290 -0.334
H 2.885 -2.907 0.955
H 4.387 -2.697 0.099
H 3.242 -3.269 -1.768
H 2.547 -1.642 -1.727
H 0.477 -1.573 -1.831
H -0.502 -5.109 -1.427
H -2.852 -5.927 -1.300
H -4.689 -4.281 -1.061
H -4.204 -1.865 -0.906
N 5.785 0.608 -9.050
C 5.186 0.681 -8.070
C 4.445 0.773 -6.848
C 3.629 1.879 -6.603
C 2.920 1.965 -5.423
C 3.002 0.957 -4.451
C 3.826 -0.148 -4.717
C 4.537 -0.243 -5.895
C 2.273 1.041 -3.230
C 1.636 1.105 -2.182
H 3.558 2.664 -7.344
H 2.286 2.820 -5.231
H 3.891 -0.934 -3.976
H 5.167 -1.102 -6.086
Br -4.372 4.950 -4.315
C -3.277 3.810 -3.270
C -3.854 2.818 -2.501
C -3.008 2.015 -1.751
N -1.686 2.164 -1.738
C -1.149 3.119 -2.492
C -1.905 3.973 -3.282
H -4.923 2.667 -2.476
H -3.398 1.208 -1.142
H -0.068 3.188 -2.470
H -1.429 4.736 -3.882
*
```

Mulliken population analysis, charges in e, atoms 1 to 2: Sr 1.546; C -1.435

Number 1: LUMO -0.48 eV, frontier orbital gap 4.66 eV, maximum force 4.18 eV/Å. Number 2: LUMO -5.38 eV, frontier orbital gap 8.30 eV, maximum force 2.30 eV/Å. Number 3: LUMO 2.21 eV, frontier orbital gap 6.96 eV, maximum force 0.84 eV/Å.